No. 1
A 2-piece molecular cluster, CCl2FNO overall, computed with the ωB97M-V functional and the def2-TZVPD basis.

XYZ file:
```
6
CCl2FNO, DFT the ωB97M-V functional and the def2-TZVPD basis
C -0.48628 -0.49280 -0.00421
N 0.59349 0.12536 0.31014
O -0.92613 -1.53639 -0.10838
F -1.85885 0.95835 -0.03163
Cl 1.89981 -0.95240 -0.01111
Cl 0.77795 1.89788 -0.15482
```

Results
Highest occupied orbital energy (spin up / spin down) ... -0.3335 / -0.4192 Ha
Total energy ... -32329.2913 eV
ΔE to the lowest compared entry with this formula, charge and spin ... 3.521 eV
2S+1 ... 3
Frontier orbital gap (spin up / spin down) ... 7.6 / 6.3 eV

Mulliken population analysis, charges in e, atoms 1 to 4: C 0.67; N -0.03; O -0.21; F -0.56

---

No. 2
An isolated molecule of C7H12O2S, computed with the ωB97M-V functional and the def2-TZVPD basis.

XYZ file:
```
22
C7H12O2S, DFT the ωB97M-V functional and the def2-TZVPD basis
C -0.84628 -0.73886 0.41070
C -0.63582 1.42427 -0.29335
C 0.43104 -1.48652 0.91253
C 0.31460 1.02136 -1.34089
C 1.52466 -0.98491 -0.13189
C 1.66095 0.42981 -0.79739
C -1.25096 0.50948 0.98508
O -1.78360 1.90539 -0.91200
O -0.74533 0.88147 2.20906
S -2.29437 -1.88645 0.15863
H 0.70253 -1.49369 1.98770
H 0.24657 -2.47219 0.58981
H -0.00486 0.36979 -2.24886
H 0.71905 1.82955 -1.92970
H 2.57223 -1.08914 0.29427
H 1.42711 -1.73048 -0.91509
H 2.48277 0.35187 -1.63629
H 2.18323 1.04816 -0.09190
H -2.24981 0.80155 0.84315
H -1.78978 1.84544 -1.85052
H -0.55585 1.81701 2.35611
H -2.10810 -2.35294 1.40083
```

Results
Highest occupied orbital energy (spin up / spin down) ... -0.2916 / -0.2804 Ha
Total energy ... -22378.5332 eV
ΔE to the lowest compared entry with this formula, charge and spin ... 3.902 eV
Frontier orbital gap (spin up / spin down) ... 7.9 / 7.6 eV

Mulliken population analysis, charges in e, atoms 1 to 4: C -0.06; C 0.01; C -0.64; C -0.77

---

No. 3
A 2-piece molecular cluster, C5H10O2 overall, computed with the ωB97M-V functional and the def2-TZVPD basis.

XYZ file:
```
17
C5H10O2, DFT the ωB97M-V functional and the def2-TZVPD basis
O 2.80889 2.00505 0.98754
C 2.40919 1.17855 0.21264
C 2.00662 -0.22282 0.56432
C 0.42995 -0.49818 0.59229
C -0.41667 0.74748 0.64334
C -0.24108 1.66944 1.58091
H 2.36997 1.42747 -0.86973
H 2.46950 -0.87389 -0.18132
H 2.38251 -0.48044 1.54460
H 0.26910 -1.07708 -0.31511
H 0.29649 -1.04660 1.52580
H -1.28237 0.77613 -0.00398
H -0.63099 2.67327 1.61629
H 0.25322 1.38002 2.50802
H -4.46525 -2.98392 -4.12416
H -4.42371 -1.86535 -3.07597
O -4.23537 -2.80913 -3.20552
```

Results
Highest occupied orbital energy ... -0.3419 Ha
Total energy ... -9440.2321 eV
SMILES ... C=CCCC=O.O
ΔE to the lowest compared entry with this formula, charge and spin ... 2.811 eV
Frontier orbital gap ... 10.0 eV

Mulliken population analysis, charges in e, atoms 1 to 4: O -0.46; C 0.04; C -0.57; C -0.50

---

No. 4
A 3-piece molecular cluster, C34H49N2O6PS overall, computed with the ωB97M-V functional and the def2-TZVPD basis.

XYZ file:
```
93
C34H49N2O6PS, DFT the ωB97M-V functional and the def2-TZVPD basis
C 7.20532 1.00209 0.56906
C 6.63674 2.11012 -0.29123
O 5.43179 1.71805 -0.97026
C 4.35535 1.50386 -0.14741
O 3.90174 0.39855 0.02902
C 3.76428 2.76001 0.46182
C 2.22423 2.76895 0.36961
C 1.61152 2.17015 1.62065
N 0.11508 2.14573 1.62741
C -0.48396 2.10207 0.33233
C -0.85708 3.28633 -0.28022
C -1.38018 3.28399 -1.55888
C -1.58004 2.08556 -2.23669
C -2.14147 2.06317 -3.61408
C -3.51359 2.10889 -3.84715
C -3.97877 2.08215 -5.15930
N -3.18252 2.02146 -6.22427
C -1.87048 1.97185 -6.00007
C -1.30726 1.98374 -4.72769
C -1.25209 0.89414 -1.61105
C -0.69740 0.90338 -0.33839
S -0.23523 -0.62591 0.41138
C -0.56441 -0.18572 2.09596
C -0.36746 1.12889 2.50994
C -0.60414 1.47020 3.83336
C -1.02551 0.51364 4.73686
C -1.23532 -0.79132 4.31348
C -1.00961 -1.16225 2.99149
P -1.22573 -2.86536 2.36393
C -1.57561 -3.76042 3.92367
C -2.91385 -2.75578 1.61845
C -2.96944 -3.44458 0.24819
H 8.09271 1.37812 1.08043
H 6.49234 0.68037 1.32803
H 7.47980 0.14322 -0.04136
H 6.44666 3.00977 0.30391
H 7.32887 2.38495 -1.08411
H 4.05968 2.75244 1.51584
H 4.19044 3.63556 -0.02208
H 1.90155 3.80454 0.25779
H 1.92979 2.20373 -0.51490
H 1.91776 2.78591 2.47212
H 2.00724 1.16442 1.78783
H -0.71705 4.22071 0.24860
H -1.64885 4.21863 -2.03636
H -4.21542 2.17201 -3.02554
H -5.04571 2.10999 -5.34959
H -1.22762 1.92309 -6.87151
H -0.23238 1.92262 -4.61205
H -1.41738 -0.05193 -2.11187
H -0.44879 2.49278 4.15026
H -1.20362 0.77984 5.77019
H -1.58037 -1.53984 5.01234
H -2.42715 -3.35093 4.47000
H -0.68535 -3.72691 4.54988
H -1.79348 -4.79556 3.66135
H -3.19673 -1.70711 1.52261
H -3.63371 -3.21792 2.29829
H -3.83591 -3.10722 -0.32155
H -3.03442 -4.52715 0.35489
H -2.07456 -3.21070 -0.32995
C 1.72006 7.29811 -6.00732
O 1.89553 5.91698 -5.75490
C 2.03990 5.60020 -4.38159
C 0.75352 5.08453 -3.77726
O -0.26950 6.06621 -3.75731
C -1.21076 5.92210 -4.80792
H 1.39506 7.40028 -7.04120
H 0.96331 7.73485 -5.35138
H 2.66273 7.84148 -5.87879
H 2.39037 6.47343 -3.82137
H 2.80266 4.81914 -4.30326
H 0.94279 4.78970 -2.73956
H 0.41280 4.19852 -4.32066
H -1.87580 5.07017 -4.62455
H -0.71800 5.78497 -5.77317
H -1.80543 6.83349 -4.83775
C -1.65875 -9.52634 5.91663
O -2.08006 -10.02757 4.66225
C -2.92207 -9.14159 3.94617
C -2.17080 -8.37879 2.87785
O -1.19783 -7.50773 3.42853
C 0.12194 -8.01898 3.37732
H -0.85306 -10.16822 6.26854
H -1.28874 -8.50140 5.83777
H -2.47715 -9.55702 6.64435
H -3.40846 -8.43905 4.63091
H -3.70181 -9.74194 3.46780
H -2.88375 -7.76523 2.31793
H -1.70481 -9.07845 2.17687
H 0.52007 -7.96685 2.35855
H 0.16635 -9.05235 3.72853
H 0.73639 -7.39568 4.02465
```

Results
Highest occupied orbital energy ... -0.2861 Ha
Total energy ... -71439.8559 eV
SMILES ... CCOC(=O)CCCN1c2ccc(-c3ccncc3)cc2Sc2c1cccc2P(C)CC.COCCOC.COCCOC
Frontier orbital gap ... 8.4 eV

Mulliken population analysis, charges in e, atoms 1 to 4: C -1.04; C -0.29; O -0.40; C 0.51

---

No. 5
C12H19NOPd as an isolated structure, computed with the ωB97M-V functional and the def2-TZVPD basis.

XYZ file:
```
34
C12H19NOPd, DFT the ωB97M-V functional and the def2-TZVPD basis
C 1.59501 -1.98760 -1.81589
C 2.60107 -1.17295 -1.19242
C 2.35933 0.19234 -1.55394
C 1.17146 0.21585 -2.36945
C 0.72727 -1.13492 -2.53959
Pd 0.73331 -0.45663 -0.31436
C 1.43945 -0.69561 1.81864
C 0.98496 -1.84351 1.21819
C 0.95176 -3.18806 1.23902
N -1.01366 -1.37135 0.04569
H 2.92489 1.05775 -1.20788
H 3.39914 -1.52640 -0.54119
H 0.68983 1.11264 -2.75907
H -0.13609 -1.44377 -3.13523
H 1.53923 -3.07320 -1.74606
H 2.50726 -0.46649 1.77723
H -0.85254 -2.37124 -0.28350
H 0.84503 -0.15747 2.55013
H 1.41836 -3.70819 2.07687
H 0.53499 -3.72198 0.38944
C -2.50768 1.16931 -0.39250
C -1.37602 1.71241 0.43832
C -1.43683 3.23843 0.45873
C -1.53686 1.15531 1.84761
O -0.11265 1.48835 -0.12076
H -3.49256 1.44513 0.03398
H -2.44401 0.05690 -0.45061
H -2.46622 1.56259 -1.41849
H -2.35914 3.61225 0.92631
H -0.57518 3.64371 1.00920
H -1.38889 3.62040 -0.57256
H -1.56795 0.06238 1.80837
H -0.68917 1.44933 2.46928
H -2.46688 1.52429 2.30649
```

Results
Highest occupied orbital energy (spin up / spin down) ... 0.0938 / 0.0746 Ha
Total energy ... -19759.6290 eV
Net charge ... -2
ΔE to the lowest compared entry with this formula, charge and spin ... 1.613 eV
2S+1 ... 3
Frontier orbital gap (spin up / spin down) ... 3.5 / 4.0 eV

Mulliken population analysis, charges in e, atoms 1 to 4: C -0.53; C -0.66; C -0.62; C -0.74

---

No. 6
C36H34PReSbSe2 as an isolated structure, computed with the ωB97M-V functional and the def2-TZVPD basis.

XYZ file:
```
75
C36H34PReSbSe2, DFT the ωB97M-V functional and the def2-TZVPD basis
Re -0.61835 1.57101 0.13797
Se -1.88286 1.34650 2.17616
P 0.16382 1.42421 3.00589
Se 1.49548 1.99446 1.23827
C 0.68994 -0.20603 3.64523
C 1.78121 -0.87719 3.10469
C 2.14232 -2.10906 3.62236
C 1.42131 -2.66565 4.66847
C 0.31471 -2.00655 5.17973
C -0.05546 -0.77554 4.67341
C 0.27647 2.67957 4.31673
C 1.21587 3.70303 4.26245
C 1.27627 4.61644 5.29985
C 0.42338 4.49507 6.38620
C -0.52292 3.48276 6.42556
C -0.61415 2.57991 5.38278
H 2.34506 -0.43997 2.28921
H 2.99031 -2.62954 3.21006
H 1.72552 -3.60977 5.09201
H -0.26239 -2.44798 5.97641
H -0.91818 -0.26993 5.08074
H 1.88987 3.78411 3.41686
H 1.99075 5.42287 5.25581
H 0.48884 5.19750 7.20206
H -1.19736 3.39742 7.26269
H -1.37985 1.81591 5.40181
C -0.29559 3.27045 -5.00208
C 0.83201 3.29449 -3.95485
C 1.34088 4.73107 -3.77277
C 1.98353 2.37267 -4.40506
C 0.33892 2.75436 -2.71742
C -0.01778 2.22799 -1.66072
H 0.10584 3.59774 -5.95666
H -1.09847 3.94171 -4.71269
H -0.69855 2.26746 -5.11142
H 1.75810 5.07889 -4.71318
H 2.11221 4.77693 -3.00950
H 0.53068 5.39558 -3.48735
H 2.36697 2.72202 -5.35924
H 1.63217 1.35093 -4.51884
H 2.78961 2.38767 -3.67751
C -2.66487 -4.42031 1.75921
C -1.61956 -3.64176 2.23143
C -1.14308 -2.58440 1.47481
C -1.72282 -2.30955 0.24305
C -2.77828 -3.07786 -0.22615
C -3.24427 -4.13844 0.53284
Sb -0.85054 -0.83438 -1.03324
C -1.98002 -1.04108 -2.84493
C -1.34814 -1.52947 -3.97853
C -2.11565 -1.89102 -5.07478
C -3.49471 -1.76315 -5.03416
C -4.11388 -1.23278 -3.91405
C -3.35775 -0.86317 -2.81330
C 1.10800 -1.61127 -1.36808
C 2.19182 -0.74563 -1.31268
C 3.46595 -1.24867 -1.51856
C 3.64844 -2.59731 -1.77843
C 2.55992 -3.45517 -1.83008
C 1.28134 -2.96528 -1.62049
H -3.01939 -5.25352 2.34656
H -1.16572 -3.87451 3.18401
H -0.31094 -1.98978 1.83754
H -3.22261 -2.85943 -1.18727
H -4.04899 -4.74891 0.15438
H -0.27114 -1.63489 -4.00132
H -1.63404 -2.28908 -5.95393
H -4.09042 -2.08322 -5.87475
H -5.18649 -1.12021 -3.88682
H -3.84269 -0.44499 -1.93810
H 2.02437 0.31272 -1.11862
H 4.31640 -0.58631 -1.47534
H 4.64053 -2.98781 -1.94266
H 2.70265 -4.50505 -2.03170
H 0.42647 -3.62786 -1.65999
```

Results
Highest occupied orbital energy (spin up / spin down) ... -0.5162 / -0.5266 Ha
Total energy ... -186515.9076 eV
Net charge ... +2
ΔE to the lowest compared entry with this formula, charge and spin ... 0.548 eV
2S+1 ... 4
Frontier orbital gap (spin up / spin down) ... 5.9 / 6.8 eV

Mulliken population analysis, charges in e, atoms 1 to 4: Re 0.49; Se -0.21; P 0.11; Se -0.13